1.
{"formula": "BrH10O5Zn", "method": "the ωB97M-V functional and the def2-TZVPD basis", "total_charge": 1, "homo_energy_ev": -13.913, "species": ["Br", "Zn", "O", "O", "O", "O", "O", "H", "H", "H", "H", "H", "H", "H", "H", "H", "H"], "xyz": [[11.05878, -9.03661, -20.89838], [11.59754, -7.25459, -21.11522], [12.08215, -9.04250, -23.48921], [11.92962, -10.77278, -19.02129], [9.21611, -10.21961, -22.42258], [12.37021, -11.27085, -20.86263], [10.08543, -8.74206, -18.46168], [11.41234, -9.08812, -22.80692], [11.84284, -10.50582, -21.09243], [10.91920, -8.55728, -18.89401], [12.59290, -9.84437, -23.37809], [9.53257, -9.10711, -19.15257], [11.19033, -10.96293, -18.44378], [12.81496, -11.50890, -21.67613], [11.74017, -9.90393, -19.37549], [9.76451, -10.67059, -23.06454], [9.82194, -9.65231, -21.94574]], "forces_ev_per_angstrom": [[-3.19, -4.44, 1.82], [3.27, 10.45, -1.67], [0.18, 0.72, -0.52], [-0.65, 0.52, 3.80], [-0.66, -0.25, -0.20], [1.65, -1.94, -3.63], [-0.47, 0.61, 1.20], [0.10, -0.37, -1.41], [1.35, -2.63, -0.61], [-0.41, 0.19, 1.33], [0.43, -0.29, -0.21], [-0.56, -0.05, 0.31], [-0.24, 0.10, 0.72], [0.37, -0.44, -0.81], [0.77, -1.03, 1.75], [-0.06, -0.40, -0.45], [-1.88, -0.76, -1.41]]}

---

2.
{"formula": "BrH14O7", "method": "the ωB97M-V functional and the def2-TZVPD basis", "total_charge": -1, "homo_energy_ev": -6.276, "species": ["Br", "O", "O", "O", "O", "O", "O", "O", "H", "H", "H", "H", "H", "H", "H", "H", "H", "H", "H", "H", "H", "H"], "xyz": [[22.45749, -11.59643, -4.12163], [24.47383, -11.39172, -6.81094], [21.48850, -9.98862, -1.27918], [20.68832, -8.80813, -4.57785], [23.81103, -14.32227, -2.86578], [24.22479, -11.37939, -1.30308], [22.27920, -13.02000, -7.18289], [19.07110, -10.71105, -3.70205], [20.00583, -10.87636, -3.74293], [20.72998, -9.46410, -1.42107], [24.16053, -14.85999, -3.55953], [21.84387, -12.93609, -6.32512], [23.96976, -11.09870, -2.19058], [21.67629, -10.39806, -2.13746], [24.16530, -11.27012, -5.92787], [25.35114, -10.96578, -6.88711], [21.28276, -9.53800, -4.54976], [23.70857, -13.46057, -3.27251], [21.28716, -8.09584, -4.34225], [23.00656, -12.46427, -7.08985], [24.98554, -11.98664, -1.37414], [19.14208, -9.75045, -4.01117]], "forces_ev_per_angstrom": [[0.10, 0.31, -0.18], [1.54, 0.33, -1.55], [1.29, -0.62, 0.32], [-0.40, 1.75, -0.15], [0.14, -0.15, 0.86], [0.82, -0.19, 0.57], [-2.32, -1.75, -0.17], [-0.69, 2.30, -0.56], [0.81, -1.03, 0.16], [-1.40, 0.80, -0.35], [0.28, -0.58, -0.68], [-0.06, -0.04, -0.06], [0.05, -0.30, -0.11], [0.02, -0.14, 0.14], [-0.47, 0.30, 1.51], [-0.89, -0.40, 0.21], [0.94, -1.67, -0.17], [-0.41, 0.54, -0.10], [-0.17, 0.39, 0.06], [2.13, 1.49, -0.05], [-0.74, 0.43, -0.31], [-0.58, -1.78, 0.60]]}

---

3.
{"formula": "BrH16O8", "method": "the ωB97M-V functional and the def2-TZVPD basis", "total_charge": -1, "homo_energy_ev": -4.315, "species": ["Br", "O", "O", "O", "O", "O", "O", "O", "O", "H", "H", "H", "H", "H", "H", "H", "H", "H", "H", "H", "H", "H", "H", "H", "H"], "xyz": [[-10.02462, 20.92593, 25.24002], [-6.66215, 25.11049, 23.52202], [-7.73473, 16.49220, 29.34057], [-13.14636, 18.09238, 29.74200], [-13.17348, 25.69751, 23.54053], [-15.32306, 22.29888, 25.96574], [-7.87215, 15.56287, 24.18615], [-4.71227, 18.89256, 25.51761], [-12.62146, 21.86934, 20.03410], [-12.90444, 25.16792, 24.29113], [-6.86240, 16.26455, 29.01896], [-14.08606, 25.45198, 23.38835], [-7.26171, 25.81587, 23.76533], [-8.56533, 16.19107, 24.38893], [-8.12454, 17.00641, 28.63355], [-12.66101, 18.66364, 29.14673], [-12.13658, 21.94757, 20.85569], [-5.53770, 19.37657, 25.54264], [-7.17220, 24.30958, 23.64297], [-15.34214, 22.64117, 26.85944], [-14.04413, 18.10740, 29.41031], [-13.12386, 22.68185, 19.97365], [-8.22827, 15.03490, 23.47156], [-4.93581, 18.05804, 25.10550], [-14.39476, 22.15091, 25.78520]], "forces_ev_per_angstrom": [[-0.06, 0.02, 0.00], [0.29, 0.16, -0.12], [-0.05, -0.14, 0.27], [-0.02, -0.14, 0.27], [0.06, 0.26, -0.16], [-0.31, 0.08, -0.13], [0.27, -0.13, 0.10], [0.33, -0.01, 0.11], [-0.08, -0.14, -0.28], [0.18, -0.21, 0.18], [0.21, -0.03, -0.09], [-0.22, -0.09, -0.03], [-0.15, 0.13, 0.07], [-0.19, 0.31, 0.09], [-0.16, 0.20, -0.19], [0.24, 0.16, -0.21], [0.20, -0.06, 0.32], [-0.31, 0.21, 0.00], [-0.17, -0.34, 0.08], [0.01, 0.06, 0.21], [-0.19, -0.01, -0.10], [-0.10, 0.18, 0.00], [-0.06, -0.11, -0.17], [-0.10, -0.20, -0.12], [0.39, -0.16, -0.11]]}

---

4.
{"formula": "BrH2NO2S", "method": "the ωB97M-V functional and the def2-TZVPD basis", "total_charge": 0, "homo_energy_ev": [-9.805, -9.806], "species": ["Br", "S", "O", "O", "N", "H", "H"], "xyz": [[1.48673, -0.64276, 2.13043], [0.47592, 0.00599, -0.59816], [1.19258, 1.16079, -1.00636], [0.50805, -1.28509, -1.16040], [-1.07163, 0.33937, -0.01384], [-1.60748, -0.47114, -0.16938], [-0.98417, 0.89283, 0.81771]], "forces_ev_per_angstrom": [[-0.71, 0.62, -2.01], [-0.54, 0.31, 3.56], [-0.39, -0.47, 0.08], [-0.09, -0.16, -0.77], [3.34, 0.86, -2.23], [-1.05, -1.01, 0.76], [-0.56, -0.15, 0.61]]}

---

Record-wise electronic energy values, in a.u.: -4734.8996; -3109.2110; -3185.6006; -3178.5626
Record-wise energy relative to the best compared isomer or geometry (same formula, charge and spin) values, in kcal/mol: 301.2; 20.4; 46.9; 31.6